[1]
Density functional theory data (ωB97M-V with the def2-TZVPD basis set) for a structure of composition C33H62B2BrClCsF4MgN6O15PS2.

Output
Charge: -2
F_max (eV/Å): 4.716
Kohn-Sham gap (eV): 3.2462
HOMO energy (eV): -1.631

Structure (XYZ):
```
129
Properties=species:S:1:pos:R:3:forces:R:3
C 0.92339 -1.10476 1.31076 0.40 -0.30 0.00
C 1.54980 -1.36048 -0.06876 0.13 0.38 0.73
N 0.76282 -0.73879 -1.13954 -0.02 0.02 -0.29
C 1.35963 0.50927 -1.71402 0.68 -0.32 0.24
C 1.57257 1.73058 -0.85476 -0.97 0.49 -0.18
B 0.32591 2.76819 -0.79860 0.61 -0.06 0.59
Cl 1.01613 4.37950 -0.12511 -0.11 0.08 -0.22
Br -1.10649 2.13142 0.51328 -0.09 -0.19 -0.13
S -0.40419 3.14627 -2.57318 0.07 -0.39 0.11
C -1.98754 2.29678 -2.69403 0.09 -0.24 -0.24
C -3.18816 2.99809 -2.09545 0.21 -0.39 0.12
O -3.12419 3.97905 -1.44838 -0.09 0.98 0.38
O -4.41640 2.47785 -2.42548 0.05 -0.27 0.18
C -4.68938 1.11077 -2.14813 -0.54 -0.37 -0.66
C -5.40670 0.95899 -0.81358 0.36 0.85 1.00
C -4.47312 0.88219 0.39208 0.44 -0.75 -0.56
O -6.39585 -0.09572 -0.85687 0.08 0.28 -0.59
C -5.98175 -1.28795 -1.30764 0.09 -0.50 0.13
O -4.85494 -1.70065 -1.23712 0.19 0.34 -0.23
C -7.11593 -2.08258 -1.90722 -0.61 0.31 0.73
S -7.37122 -3.64724 -1.03633 0.34 -0.85 -0.23
C 0.71906 -1.51270 -2.30931 0.07 -0.76 -0.27
C -0.55126 -1.49493 -3.11441 -0.12 0.54 -0.75
O 1.65157 -2.12760 -2.77368 0.17 -0.39 0.30
H 1.04036 -2.00396 1.91662 -0.08 -0.03 0.09
H 1.45309 -0.31669 1.84128 -0.26 0.26 -0.01
H -0.13406 -0.87561 1.22836 -0.03 0.13 0.01
H 2.57215 -0.97481 -0.05022 0.11 -0.04 -0.26
H 1.62525 -2.43653 -0.20265 -0.13 -0.03 -0.44
H 2.33471 0.21563 -2.12254 0.05 0.00 -0.13
H 0.72884 0.78150 -2.56696 -0.03 0.17 0.01
H 2.39858 2.26235 -1.33037 0.09 0.03 0.04
H 1.89499 1.51718 0.16434 0.03 -0.23 0.02
H -2.19337 2.22259 -3.76351 -0.32 0.06 -0.02
H -1.90267 1.28482 -2.29399 -0.05 -0.01 0.12
H -5.39280 0.79488 -2.92290 0.05 -0.02 -0.11
H -3.81390 0.46903 -2.21743 0.14 0.08 0.10
H -5.97480 1.87886 -0.68671 -0.44 -0.18 -0.21
H -3.52344 0.44865 0.08006 0.09 -0.02 0.10
H -4.25184 1.86764 0.78931 -0.15 0.04 0.15
H -4.86612 0.19838 1.14019 -0.20 0.26 0.23
H -8.01875 -1.48240 -1.86597 -0.11 -0.04 -0.17
H -6.89436 -2.33114 -2.94035 0.14 0.00 -0.04
H -8.32531 -3.36535 -0.14780 -0.09 0.51 -0.03
H -0.32574 -0.89937 -4.03232 -0.01 -3.35 3.06
H -0.81638 -2.49066 -3.46027 0.09 -0.16 0.19
H -1.39678 -1.03728 -2.60706 -0.07 0.06 0.14
Cs -0.53761 0.60360 -5.18311 -0.12 3.66 -2.97
Mg -0.96932 5.97604 -2.82524 -0.16 0.67 -0.07
O 3.88200 3.44312 6.34686 0.80 -0.04 2.01
P 3.29096 2.10584 6.27264 -2.10 -0.60 -3.85
O 4.13764 1.15294 5.29883 0.15 -0.05 0.55
C 5.53703 0.99109 5.51538 0.36 -0.04 -0.04
C 5.84855 0.22381 6.78751 -0.14 0.06 0.10
O 1.94019 2.21093 5.43671 -0.18 -0.10 0.06
C 1.45849 3.46066 4.92886 -0.10 0.41 -0.21
C 2.00643 3.77266 3.55354 0.05 -0.28 -0.21
O 2.67657 1.05552 7.30417 1.07 0.82 1.42
C 2.90850 1.08111 8.72214 0.09 -0.10 0.38
C 2.96295 2.47534 9.31710 -0.01 0.14 -0.09
H 6.02518 1.96924 5.52849 -0.08 0.02 -0.01
H 5.91350 0.44424 4.65212 -0.11 0.01 -0.06
H 5.60822 0.82118 7.67139 0.03 -0.01 -0.01
H 6.90876 -0.02588 6.83851 0.01 0.02 -0.05
H 5.26710 -0.69745 6.83209 0.02 -0.02 -0.03
H 1.67094 4.26642 5.63192 0.24 -0.09 0.07
H 0.37230 3.37925 4.88092 0.01 -0.22 0.02
H 3.07812 3.58289 3.49036 0.05 0.11 0.18
H 1.82689 4.81474 3.29090 -0.07 -0.01 -0.02
H 1.52955 3.14502 2.79981 -0.03 0.07 -0.03
H 3.82360 0.52936 8.95453 0.03 0.04 -0.15
H 2.08972 0.52102 9.17178 -0.07 -0.04 -0.16
H 3.67886 3.11180 8.79344 -0.01 -0.06 0.05
H 3.26439 2.42138 10.36355 -0.05 -0.08 0.03
H 1.98709 2.95862 9.26321 0.00 0.01 -0.02
C -8.02952 -4.16576 3.24532 0.02 0.17 0.12
O -8.27620 -5.32451 2.98177 -0.04 0.05 -0.16
N -7.05690 -3.44221 2.60523 -0.11 -0.09 -0.05
N -8.71912 -3.47578 4.21426 -0.05 0.02 -0.09
H -6.85431 -2.48356 2.81286 0.03 -0.01 0.04
H -6.52823 -3.90984 1.89118 0.04 0.00 0.02
H -9.43472 -3.97632 4.70567 0.04 -0.04 0.03
H -8.53446 -2.52131 4.45400 0.06 -0.01 0.02
N 4.59163 2.07865 -2.83038 0.03 0.01 -0.09
C 5.85929 1.66989 -2.84984 -0.06 -0.06 0.02
C 6.90352 2.42734 -3.35841 0.00 0.12 -0.06
C 6.61099 3.68090 -3.87786 -0.02 -0.02 0.02
C 5.29791 4.12322 -3.86633 0.07 -0.03 0.00
C 4.33107 3.28523 -3.33129 -0.21 -0.02 0.05
H 6.04241 0.68510 -2.43590 0.09 0.02 0.01
H 7.91267 2.04071 -3.34504 -0.02 -0.06 0.04
H 7.39682 4.30483 -4.28545 0.00 0.00 0.00
H 5.02172 5.09187 -4.25952 -0.03 -0.01 0.00
H 3.29074 3.59363 -3.29694 0.02 0.08 -0.02
C 7.94875 -1.27614 -3.50412 -0.08 0.02 0.14
O 8.47784 -0.33840 -2.93933 0.11 -0.05 -0.04
N 8.20098 -1.64069 -4.77560 -0.01 -0.10 -0.08
C 7.53858 -2.76628 -5.39985 0.13 0.14 -0.07
C 9.16925 -0.86997 -5.53605 -0.05 0.05 0.15
H 7.19893 -1.91643 -3.00952 0.00 0.00 -0.02
H 8.27279 -3.51180 -5.71365 -0.05 -0.05 -0.01
H 6.97734 -2.43653 -6.27650 -0.04 -0.06 0.00
H 6.84917 -3.22717 -4.69608 -0.01 0.02 0.02
H 10.14118 -0.89537 -5.04224 0.03 0.03 -0.03
H 8.85150 0.17092 -5.60205 0.03 0.02 -0.04
H 9.25827 -1.28674 -6.53616 -0.03 -0.03 -0.01
B 0.39728 6.57536 -7.16897 0.17 0.13 0.07
F 1.40923 6.56704 -8.15813 -0.06 -0.10 -0.06
F 0.52548 7.72508 -6.38278 -0.03 0.01 -0.02
F -0.86794 6.56032 -7.79950 -0.10 -0.13 -0.16
F 0.52850 5.42485 -6.35852 -0.03 -0.18 -0.04
C -2.46281 3.96840 -10.21648 0.09 0.13 -0.09
C -2.40782 2.86506 -9.27352 -0.02 0.06 0.09
N -2.37499 2.00345 -8.51833 0.10 -0.27 0.18
H -1.67050 4.68106 -9.99130 0.00 0.07 0.11
H -2.33406 3.59429 -11.23028 -0.01 -0.02 -0.01
H -3.42470 4.47040 -10.13782 0.01 0.02 0.03
C -7.78877 -7.50180 5.49253 0.12 -0.26 -0.76
C -6.80843 -8.52071 6.11590 -1.69 1.27 1.80
O -6.05433 -8.04089 7.03049 0.43 -0.44 -0.49
H -7.27191 -6.65242 5.05104 0.07 0.01 0.07
H -8.37809 -7.97175 4.70145 0.04 0.01 -0.01
H -8.47625 -7.13908 6.25948 0.12 -0.08 0.16
H -6.21617 -8.94689 5.17301 1.03 -1.42 -1.82
H -7.38360 -9.43340 6.40593 0.48 -0.33 -0.31
C -5.10791 -10.99800 3.83414 1.03 -0.61 0.18
O -3.96002 -10.77909 4.23112 -0.18 0.22 0.21
O -6.07405 -10.10070 3.86754 -1.22 1.19 1.19
O -5.55455 -12.05500 3.31554 -0.22 0.34 -0.17
```
Forces are in eV/Å.

Here are the Löwdin charges for atoms 1 to 2, given in e:
1 C -0.078
2 C -0.211


[2]
Density functional theory data (ωB97M-V with the def2-TZVPD basis set) for the molecule C18H28N2O5S.

Output
Charge: 0
F_max (eV/Å): 0.935
Kohn-Sham gap (eV): 9.5086
HOMO energy (eV): -8.915
SMILES: CCOCCCNC(=O)c1ccccc1OC1CCN(S(C)(=O)=O)CC1
Energy relative to the best compared isomer or geometry (same formula, charge and spin) (eV): 0.0900

Structure (XYZ):
```
54
Properties=species:S:1:pos:R:3:forces:R:3
C -5.46773 -1.76965 -0.45884 0.43 0.02 -0.12
C -4.22007 -1.43292 -1.27233 -0.38 0.09 -0.09
O -3.01978 -1.49020 -0.53425 0.21 0.05 0.16
C -2.59638 -2.79132 -0.17565 0.23 -0.29 -0.04
C -1.16524 -2.73137 0.35480 -0.44 0.19 0.11
C -1.06326 -1.94733 1.66486 0.21 -0.26 -0.03
N -1.28802 -0.53724 1.44685 -0.28 -0.06 -0.03
C -0.30796 0.37456 1.56223 -0.33 0.10 0.04
O 0.79086 0.13459 2.03513 0.22 0.00 0.12
C -0.68675 1.73845 1.06310 0.32 0.06 -0.31
C -1.39856 2.64763 1.82396 0.05 -0.08 -0.08
C -1.65055 3.91767 1.33004 -0.06 0.10 0.04
C -1.18527 4.27145 0.07616 -0.03 0.02 0.08
C -0.47803 3.36797 -0.69935 0.16 -0.23 -0.19
C -0.22998 2.09005 -0.21359 -0.23 0.06 0.34
O 0.38566 1.08729 -0.89844 -0.22 -0.01 0.14
C 1.41096 1.37927 -1.83611 0.48 0.23 -0.59
C 1.90790 0.01964 -2.33535 -0.16 0.15 0.42
C 2.51922 -0.75514 -1.16878 -0.35 -0.49 -0.45
N 3.59123 0.01719 -0.58811 0.69 -0.46 0.43
S 4.61580 -0.84952 0.38979 0.18 -0.27 0.08
C 3.64834 -1.42327 1.81690 0.38 0.33 -0.70
O 5.63062 0.05258 0.84841 -0.21 0.26 0.22
O 5.02561 -2.00568 -0.35603 -0.27 -0.13 -0.01
C 3.16944 1.29471 -0.05911 -0.01 0.75 0.27
C 2.57538 2.13699 -1.18622 -0.24 -0.28 0.20
H -5.48038 -2.81917 -0.17510 -0.07 -0.09 0.05
H -5.50163 -1.16135 0.44189 -0.04 0.06 0.09
H -6.35233 -1.56408 -1.05466 -0.13 0.00 -0.05
H -4.27554 -0.39971 -1.62568 -0.04 -0.14 -0.06
H -4.15259 -2.10004 -2.14476 0.05 0.10 0.05
H -3.25816 -3.21250 0.59523 0.04 -0.01 -0.08
H -2.63751 -3.44736 -1.05843 -0.05 0.05 0.07
H -0.81482 -3.75148 0.51551 0.01 -0.05 -0.02
H -0.53008 -2.25564 -0.39420 0.08 -0.05 -0.04
H -1.79853 -2.32427 2.38437 0.11 -0.04 0.00
H -0.06346 -2.04915 2.09445 -0.18 -0.01 0.02
H -2.10601 -0.31507 0.89547 0.12 0.16 0.01
H -1.73871 2.36439 2.80892 -0.04 -0.03 0.10
H -2.20078 4.62979 1.92547 -0.04 0.06 0.05
H -1.37373 5.26261 -0.30901 -0.01 0.08 -0.03
H -0.12922 3.65885 -1.67837 0.04 0.00 -0.10
H 1.00089 1.95902 -2.67764 0.03 -0.11 0.15
H 2.65820 0.17641 -3.10916 0.01 0.00 -0.06
H 1.07290 -0.54413 -2.75238 0.00 -0.01 -0.04
H 2.95543 -1.69569 -1.50626 -0.21 0.01 -0.07
H 1.73508 -0.95866 -0.42578 0.03 -0.05 -0.02
H 4.30729 -1.39585 2.67379 0.18 -0.01 0.11
H 3.33325 -2.43595 1.60502 -0.09 -0.15 -0.04
H 2.79661 -0.77223 1.97491 -0.13 0.12 0.03
H 4.05607 1.76914 0.36114 -0.16 0.14 -0.01
H 2.41949 1.16810 0.73392 0.09 0.03 -0.02
H 3.33286 2.32682 -1.94655 0.01 0.06 -0.05
H 2.23198 3.09076 -0.78215 0.06 0.01 -0.03
```
Forces are in eV/Å.

Here are the Löwdin charges for atoms 1 to 2, given in e:
1 C -0.072
2 C -0.265